2 unconnected molecules or ions with the total composition C5H13NO in a non-equilibrium geometry, computed with wB97M-V/def2-TZVPD.

```
20
Properties=species:S:1:pos:R:3:forces:R:3
C 1.100172 -2.877273 0.322999 0.796 -1.630 -2.103
C 0.815496 -1.714335 -0.567229 -1.260 -1.137 -0.591
C 0.643021 -0.508487 -0.031686 -0.769 1.565 -3.041
C 0.450927 0.693636 -1.061190 -3.599 -2.078 1.060
N -0.588618 1.690994 -0.648246 1.307 -0.803 1.671
C -0.014663 2.592771 0.365636 0.835 0.559 0.121
H 0.643456 -3.876212 -0.000951 0.951 1.401 0.173
H 2.195254 -2.894511 0.409405 -0.116 -0.826 -0.187
H 0.783137 -2.717379 1.284792 -1.015 0.571 2.428
H 0.624250 -2.044382 -1.676757 0.733 1.435 2.000
H 0.548910 -0.281039 1.014919 0.428 -0.259 0.365
H 1.390958 1.097985 -1.218267 1.865 1.269 -0.580
H 0.066602 0.155716 -1.947105 0.440 0.634 0.097
H -1.180387 2.120472 -1.340306 0.541 0.010 -0.280
H 0.364229 1.983734 1.259552 -0.574 0.739 -1.234
H 0.962630 3.106995 -0.086670 -2.012 -0.461 1.138
H -0.794020 3.326009 0.799219 1.396 -0.953 -0.979
O -2.935927 -0.244155 1.045345 -0.028 -1.818 1.359
H -2.116136 -0.140861 1.530699 0.198 -0.201 0.122
H -2.959293 0.530325 0.545841 -0.116 1.987 -1.538
```
Forces are in eV/Å.

As for the SMILES: C/C=C/CNC.O. The calculation puts the frontier orbital gap at 9.793 eV. The electronic energy comes out at -8931.25114 eV. Its HOMO energy is -0.324 Ha. For the lowest unoccupied orbital energy, the calculation gives 0.97 eV.